# C15H12N2O3S

C15H12N2O3S in the gas phase at a distorted geometry (ωB97M-V/def2-TZVPD, OMol25).

Structure (XYZ):
```
33
Properties=species:S:1:pos:R:3
O -1.737 -3.176 0.483
C -1.039 -2.237 0.196
N -1.500 -0.955 -0.056
C -2.803 -0.551 -0.015
N -3.831 -1.270 0.230
C -4.976 -0.550 0.188
C -4.833 0.767 -0.100
S -3.168 1.157 -0.336
C 0.424 -2.314 0.077
C 1.294 -3.344 0.332
C 2.588 -2.838 0.084
C 2.424 -1.540 -0.317
C 3.407 -0.467 -0.674
O 3.283 0.659 0.169
C 2.153 1.431 0.097
C 1.915 2.249 1.201
C 0.805 3.069 1.237
C -0.088 3.084 0.177
C 0.154 2.285 -0.925
C 1.269 1.464 -0.975
O 1.117 -1.221 -0.324
H -0.814 -0.239 -0.264
H -5.906 -1.052 0.380
H -5.583 1.525 -0.188
H 1.027 -4.326 0.662
H 3.515 -3.363 0.186
H 4.420 -0.840 -0.509
H 3.304 -0.183 -1.731
H 2.617 2.221 2.019
H 0.631 3.693 2.100
H -0.965 3.711 0.209
H -0.531 2.298 -1.761
H 1.430 0.855 -1.852
```

Lowest unoccupied orbital energy: 0.39 eV
Energy relative to the best compared isomer or geometry (same formula, charge and spin): 46.9 kcal/mol
HOMO level: -8.44 eV
Orbital gap: 8.83 eV
Charge: 0
E: -35706.965 eV

# C55H72Cl2N6O4SbSi3Sr

A molecular structure, C55H72Cl2N6O4SbSi3Sr at a distorted geometry (ωB97M-V/def2-TZVPD, OMol25).

Structure (XYZ):
```
144
Properties=species:S:1:pos:R:3
Sr -0.208 0.066 -0.085
Cl 2.654 -0.921 6.550
C 2.291 -1.113 4.860
C 1.501 -0.165 4.232
C 1.181 -0.270 2.874
N 0.380 0.630 2.166
C 0.065 1.828 2.657
O 0.354 2.365 3.737
C -0.767 2.663 1.708
C -1.835 3.398 2.220
C -2.522 4.246 1.372
C -2.101 4.359 0.053
C -1.031 3.589 -0.362
N -0.376 2.748 0.437
C 1.694 -1.370 2.142
C 2.494 -2.306 2.796
C 2.786 -2.190 4.142
Cl 3.769 -3.406 4.905
N 1.287 -1.554 0.825
C 2.141 -2.040 -0.074
O 3.376 -2.130 -0.012
C 1.449 -2.584 -1.307
C 2.206 -3.287 -2.242
C 1.564 -3.868 -3.321
C 0.186 -3.737 -3.429
C -0.484 -3.023 -2.450
N 0.127 -2.456 -1.412
H 1.132 0.676 4.794
H -2.090 3.291 3.265
H -3.367 4.818 1.735
H -2.604 5.019 -0.641
H -0.679 3.639 -1.388
H 2.887 -3.145 2.241
H 3.272 -3.360 -2.083
H 2.127 -4.423 -4.062
H -0.367 -4.181 -4.247
H -1.563 -2.900 -2.489
C 5.913 4.908 -0.588
C 5.197 4.378 -1.833
C 6.236 3.692 -2.734
C 4.578 5.571 -2.578
C 4.102 3.381 -1.486
C 3.796 3.006 -0.186
C 2.778 2.088 0.032
N 2.072 1.538 -0.942
C 2.346 1.881 -2.201
C 3.348 2.795 -2.501
C 1.509 1.231 -3.246
C 1.726 1.430 -4.604
C 0.934 0.787 -5.552
C -0.063 -0.045 -5.068
C -0.240 -0.168 -3.696
N 0.527 0.439 -2.802
C 1.167 1.041 -7.033
C 2.598 0.630 -7.410
C 0.193 0.248 -7.909
C 0.974 2.536 -7.327
H 6.696 5.603 -0.895
H 6.383 4.100 -0.024
H 5.226 5.444 0.068
H 7.066 4.374 -2.936
H 5.803 3.395 -3.690
H 6.635 2.800 -2.248
H 5.353 6.304 -2.816
H 3.822 6.056 -1.958
H 4.107 5.258 -3.510
H 4.332 3.414 0.659
H 2.521 1.784 1.042
H 3.552 3.054 -3.531
H 2.517 2.088 -4.935
H -0.739 -0.576 -5.723
H -1.060 -0.755 -3.302
H 2.759 -0.430 -7.204
H 3.343 1.201 -6.855
H 2.758 0.808 -8.475
H 0.292 -0.825 -7.734
H 0.415 0.441 -8.960
H -0.841 0.543 -7.721
H 1.699 3.148 -6.789
H -0.029 2.859 -7.041
H 1.105 2.724 -8.395
C -2.464 -1.620 3.996
Si -3.849 -1.634 2.697
C -5.216 -2.807 3.320
C -4.647 0.085 2.861
Sb -2.690 -2.144 0.408
Si -1.926 -4.473 1.256
C -0.363 -4.193 2.272
C -3.080 -5.567 2.306
C -1.439 -5.570 -0.216
Si -4.799 -3.002 -0.866
C -4.316 -3.733 -2.556
C -5.869 -4.351 -0.040
C -6.031 -1.600 -1.192
H -2.781 -1.089 4.896
H -1.574 -1.113 3.610
H -2.169 -2.629 4.292
H -5.506 -2.532 4.337
H -4.890 -3.849 3.326
H -6.103 -2.738 2.687
H -4.893 0.270 3.909
H -5.567 0.170 2.281
H -3.964 0.873 2.533
H -0.527 -3.477 3.080
H 0.414 -3.772 1.632
H 0.018 -5.117 2.713
H -3.146 -5.200 3.332
H -2.693 -6.588 2.342
H -4.093 -5.610 1.903
H -0.628 -5.108 -0.780
H -2.276 -5.727 -0.902
H -1.093 -6.550 0.122
H -3.579 -4.533 -2.461
H -3.893 -2.944 -3.184
H -5.193 -4.140 -3.065
H -5.282 -5.202 0.309
H -6.604 -4.719 -0.759
H -6.413 -3.947 0.817
H -5.523 -0.747 -1.639
H -6.510 -1.269 -0.265
H -6.817 -1.919 -1.881
C -7.230 4.174 -3.940
C -6.154 3.277 -3.385
C -6.136 2.896 -2.054
C -5.134 2.073 -1.543
C -5.161 1.702 -0.086
C -4.126 1.603 -2.383
C -4.134 1.975 -3.734
C -3.068 1.486 -4.675
C -5.139 2.804 -4.210
C -3.061 0.655 -1.835
O -3.024 -0.497 -2.325
O -2.301 1.093 -0.932
H -7.883 4.538 -3.146
H -7.844 3.637 -4.666
H -6.793 5.034 -4.449
H -6.925 3.233 -1.388
H -6.191 1.609 0.264
H -4.661 2.464 0.515
H -4.641 0.762 0.087
H -2.080 1.795 -4.329
H -3.226 1.877 -5.680
H -3.079 0.396 -4.699
H -5.133 3.085 -5.259
```

Lowest unoccupied orbital energy: 1.78 eV
Energy relative to the best compared isomer or geometry (same formula, charge and spin): 0.0 kcal/mol
HOMO level: -4.41 eV
Orbital gap: 6.19 eV
Charge: -1
E: -131398.100 eV

# C4H8ClNO

C4H8ClNO in the gas phase at a distorted geometry (ωB97M-V/def2-TZVPD, OMol25).

Structure (XYZ):
```
15
Properties=species:S:1:pos:R:3
C 1.681 -0.795 0.300
C 0.777 0.430 0.216
C -0.595 0.006 0.872
N -1.263 -0.479 -0.360
C -1.057 0.498 -1.290
Cl -2.002 1.999 -1.006
O 0.375 0.821 -1.095
H 2.628 -0.741 -0.367
H 1.055 -1.751 0.149
H 2.145 -0.839 1.286
H 1.112 1.345 0.749
H -0.219 -0.836 1.544
H -1.198 0.814 1.441
H -2.191 -0.659 -0.161
H -1.248 0.185 -2.279
```

Lowest unoccupied orbital energy: 0.90 eV
Energy relative to the best compared isomer or geometry (same formula, charge and spin): 21.2 kcal/mol
HOMO level: -9.90 eV
Orbital gap: 10.80 eV
Charge: 0
E: -20336.831 eV

# C16H15NO5

C16H15NO5 in the gas phase at a distorted geometry (ωB97M-V/def2-TZVPD, OMol25).

Structure (XYZ):
```
37
Properties=species:S:1:pos:R:3
C -0.245 1.958 2.806
O -0.992 1.337 1.561
C -1.067 0.144 1.448
C -0.717 -0.666 2.373
C -0.620 -2.041 2.167
C -1.168 -2.470 1.103
C -1.404 -4.056 0.562
O -1.159 -4.810 1.358
C -1.826 -1.595 -0.084
C -1.655 -0.220 0.148
C -2.199 0.701 -0.737
O -1.199 1.787 -1.167
C 0.027 1.846 -1.180
C 0.464 3.094 -0.639
C 2.062 3.012 -0.594
C 2.722 2.000 -0.756
C 4.517 2.068 -0.491
C 2.328 0.809 -0.942
C 0.780 0.709 -1.074
N 0.429 -0.537 -1.685
O -0.580 -0.670 -2.670
O 1.079 -1.615 -1.395
H 0.687 1.597 2.810
H -0.242 2.959 2.531
H -0.916 1.725 3.558
H -0.029 -0.385 3.278
H -0.324 -2.760 2.855
H -1.860 -4.291 -0.313
H -2.205 -1.997 -0.817
H -3.056 1.044 -0.543
H -2.244 0.239 -1.642
H -0.083 3.940 -0.431
H 2.416 3.956 -0.318
H 4.625 2.499 0.394
H 4.939 1.055 -0.416
H 4.648 2.604 -1.578
H 2.753 -0.070 -1.240
```

Lowest unoccupied orbital energy: -1.18 eV
Energy relative to the best compared isomer or geometry (same formula, charge and spin): 420.5 kcal/mol
HOMO level: -8.24 eV
Orbital gap: 7.07 eV
Charge: 0
E: -28546.196 eV